Computed, not measured: a structure of composition C30H22AsIrN3O6Se in a non-equilibrium geometry, with the ωB97M-V functional and the def2-TZVPD basis.

DFT total energy (hartree): -6512.7971
Frontier orbital gap (spin up / spin down) (hartree): 0.2268 / 0.1809
ΔE to the lowest compared entry with this formula, charge and spin (kJ/mol): 54.90
Total charge: +2
HOMO (spin up / spin down) (eV): -14.62 / -14.54
2S+1: 2
Lowest unoccupied orbital energy (spin up / spin down) (eV): -8.452 / -9.619

Each line ends with the natural charge from an NBO analysis.
CARTESIAN COORDINATES (ANGSTROEM)
1 Ir -0.72230 0.43357 -0.01955  1.103
2 O -6.57930 2.69176 -3.52819  -0.350
3 N -6.63397 1.54257 -3.14011  0.525
4 O -7.59715 0.81549 -3.18679  -0.318
5 C -5.38038 0.94339 -2.61042  0.054
6 C -5.26663 -0.39709 -2.72646  -0.075
7 C -4.09756 -1.07659 -2.27300  -0.107
8 C -3.94752 -2.47544 -2.31038  -0.069
9 C -2.80271 -3.04595 -1.80953  -0.230
10 C -1.81150 -2.22233 -1.27387  0.111
11 N -1.92689 -0.90434 -1.25802  -0.467
12 C -3.05183 -0.32006 -1.73369  0.228
13 C -3.16544 1.09985 -1.63501  0.230
14 N -2.10253 1.75970 -1.12992  -0.533
15 C -2.17996 3.06021 -0.90332  0.114
16 C -3.33437 3.78378 -1.19566  -0.231
17 C -4.40918 3.14563 -1.76857  -0.057
18 C -4.34298 1.75800 -2.02860  -0.094
19 H -6.07687 -0.96365 -3.16570  0.268
20 H -4.73888 -3.09174 -2.71781  0.255
21 H -2.65702 -4.11602 -1.81596  0.262
22 H -0.90669 -2.64068 -0.85267  0.235
23 H -1.30767 3.54804 -0.48759  0.231
24 H -3.37739 4.83714 -0.96001  0.262
25 H -5.29490 3.70327 -2.02204  0.275
26 C 4.55426 0.82777 -2.40507  -0.162
27 C 5.03699 0.24698 -1.24012  -0.178
28 C 4.16223 -0.08822 -0.21179  -0.219
29 C 2.81127 0.14644 -0.40483  -0.261
30 C 2.31457 0.75846 -1.54538  -0.187
31 C 3.19662 1.08408 -2.56623  -0.183
32 As 1.39708 -0.33890 1.04573  1.261
33 C 2.45858 0.88975 2.14481  -0.181
34 C 3.07823 0.40505 3.29788  -0.154
35 C 3.47483 1.32436 4.24547  -0.178
36 C 3.31930 2.69715 4.00609  -0.054
37 C 2.76016 3.16672 2.82200  -0.205
38 C 2.36241 2.26059 1.85862  -0.158
39 C 1.83675 -2.21630 1.24777  -0.299
40 C 1.51400 -2.90687 2.41549  -0.235
41 C 1.73171 -4.27454 2.48635  -0.181
42 C 2.23071 -4.95936 1.38775  -0.165
43 C 2.53990 -4.27384 0.22019  -0.203
44 C 2.34609 -2.90488 0.14505  -0.235
45 H 5.24319 1.08840 -3.19733  0.247
46 H 6.09543 0.06341 -1.11363  0.246
47 H 4.53524 -0.54519 0.69622  0.238
48 H 1.24332 0.94136 -1.65365  0.161
49 H 2.82413 1.53768 -3.47528  0.240
50 H 3.16483 -0.65737 3.48678  0.242
51 H 3.89511 0.97519 5.17893  0.254
52 H 3.66510 3.40597 4.74760  0.250
53 H 2.66111 4.22710 2.63730  0.251
54 H 1.95705 2.60327 0.91699  0.237
55 H 1.09133 -2.38548 3.26049  0.247
56 H 1.49717 -4.80616 3.39849  0.239
57 H 2.36897 -6.03118 1.43621  0.240
58 H 2.92857 -4.80879 -0.63581  0.237
59 H 2.60275 -2.37515 -0.76318  0.225
60 O -2.11459 -0.07734 1.57705  -0.852
61 Se -1.08885 0.64988 2.64949  2.784
62 O -1.64861 1.02812 4.05123  -0.889
63 O 0.18889 -0.42194 2.71928  -1.057
64 O -0.52428 1.87525 1.68589  -0.989

Cartesian forces (eV/Å) of the 3 atoms listed first:
Ir -2.19 1.23 0.26
O 0.05 -0.11 0.14
N -0.01 -0.09 -0.14